# 1
A structure of composition C42H46F9N7O3P3Ti. Source: the OMol25 dataset; level of theory: ωB97M-V/def2-TZVPD.

Last column: Mulliken charge in e.
Atoms and positions in Å:
Ti1 0.224 -0.556 -0.067  -0.669
C1 5.237 -1.847 1.160  -1.040
C2 4.961 -0.892 2.132  -0.736
C3 3.725 -0.274 2.184  -0.915
C4 2.737 -0.626 1.262  0.367
C5 3.006 -1.616 0.311  0.156
C6 4.255 -2.210 0.252  -0.907
N1 1.469 0.017 1.233  2.763
N2 1.251 0.791 2.250  -1.288
C7 0.131 1.555 2.381  0.073
C8 0.026 2.203 3.629  -0.202
C9 -1.064 2.982 3.937  -0.758
C10 -2.084 3.154 3.000  -0.983
C11 -1.973 2.583 1.745  -1.032
C12 -0.878 1.792 1.403  0.625
H1 6.210 -2.319 1.122  0.507
H2 5.721 -0.614 2.850  0.498
H3 3.508 0.487 2.917  0.541
H4 2.225 -1.947 -0.373  0.285
H5 4.463 -2.964 -0.497  0.530
H6 0.826 2.055 4.343  0.545
H7 -1.135 3.463 4.903  0.458
H8 -2.958 3.738 3.254  0.476
H9 -2.754 2.746 1.010  0.436
C13 -2.068 -4.810 2.801  -1.007
N3 -1.698 -3.398 2.672  0.404
C14 -2.560 -2.475 3.429  -0.827
P1 -1.016 -2.886 1.291  -0.979
O1 -0.815 -1.391 1.340  0.280
O2 -1.977 -3.260 0.047  -0.316
P2 -2.110 -2.368 -1.331  -0.750
O3 -0.877 -1.510 -1.413  0.630
N4 -2.091 -3.488 -2.510  0.527
C15 -2.789 -4.774 -2.409  -1.044
C16 -1.959 -2.983 -3.890  -0.858
N5 -3.521 -1.553 -1.215  0.558
C17 -3.751 -0.628 -0.104  -0.682
C18 -4.754 -2.224 -1.647  -1.053
N6 0.402 -3.646 0.925  0.939
C19 1.286 -3.904 2.085  -1.282
C20 0.477 -4.660 -0.149  -0.875
H10 -2.022 -5.091 3.852  0.365
H11 -1.375 -5.441 2.244  0.283
H12 -3.081 -4.990 2.435  0.293
H13 -2.462 -2.696 4.491  0.357
H14 -3.609 -2.592 3.145  0.303
H15 -2.251 -1.448 3.259  0.104
H16 -2.982 -5.027 -1.368  0.259
H17 -2.159 -5.547 -2.850  0.329
H18 -3.736 -4.760 -2.953  0.404
H19 -1.646 -1.940 -3.881  0.095
H20 -2.911 -3.053 -4.420  0.330
H21 -1.218 -3.577 -4.423  0.355
H22 -2.817 -0.228 0.268  0.002
H23 -4.275 -1.127 0.717  0.258
H24 -4.368 0.199 -0.456  0.424
H25 -4.590 -2.778 -2.567  0.286
H26 -5.506 -1.462 -1.844  0.406
H27 -5.144 -2.900 -0.880  0.295
H28 1.086 -3.179 2.872  0.399
H29 2.327 -3.801 1.779  0.379
H30 1.131 -4.908 2.486  0.475
H31 -0.457 -5.204 -0.275  0.226
H32 1.255 -5.376 0.101  0.559
H33 0.734 -4.189 -1.099  0.070
N7 -1.262 1.521 -1.035  -0.212
C21 -0.767 1.187 0.082  0.566
H34 -1.803 2.392 -1.079  0.305
F1 6.460 -2.877 -5.249  -0.272
C22 6.263 -1.560 -5.411  0.755
F2 5.951 -1.347 -6.699  -0.240
F3 7.424 -0.935 -5.166  -0.253
C23 5.170 -1.045 -4.508  0.335
C24 4.279 -1.926 -3.919  -0.878
C25 3.275 -1.431 -3.099  -0.281
C26 3.163 -0.065 -2.873  0.393
C27 4.046 0.816 -3.498  -0.463
C28 5.051 0.326 -4.311  -1.131
P3 1.807 0.602 -1.839  1.339
C29 0.848 1.415 -3.166  1.415
C30 0.078 0.538 -3.930  -0.776
C31 -0.733 1.013 -4.940  -1.013
C32 -0.774 2.380 -5.191  0.218
C33 0.024 3.253 -4.472  -1.160
C34 0.844 2.770 -3.460  -0.338
C35 -1.698 2.892 -6.266  0.779
F4 -1.134 2.805 -7.479  -0.239
F5 -2.036 4.172 -6.062  -0.265
F6 -2.836 2.169 -6.300  -0.266
C36 2.637 1.929 -0.890  0.138
C37 3.947 1.753 -0.445  -0.374
C38 4.512 2.652 0.443  -1.428
C39 3.768 3.732 0.895  0.360
C40 2.479 3.946 0.429  -1.292
C41 1.918 3.046 -0.460  -0.423
C42 4.343 4.616 1.969  0.717
F7 3.654 5.755 2.110  -0.276
F8 4.298 3.966 3.157  -0.254
F9 5.623 4.925 1.735  -0.261
H35 4.378 -2.988 -4.096  0.537
H36 2.572 -2.118 -2.640  0.333
H37 3.948 1.884 -3.348  0.509
H38 5.745 1.002 -4.793  0.459
H39 0.112 -0.524 -3.715  0.583
H40 -1.346 0.339 -5.524  0.479
H41 -0.001 4.311 -4.694  0.499
H42 1.467 3.463 -2.910  0.540
H43 4.527 0.901 -0.777  0.582
H44 5.524 2.506 0.797  0.459
H45 1.918 4.804 0.772  0.541
H46 0.916 3.215 -0.824  0.602

Output
LUMO energy (alpha / beta) (eV): -6.234 / -6.597
Multiplicity: 2
Net charge: +2


# 2
A structure of composition C42H47As2CdNOSSb2. Source: the OMol25 dataset; level of theory: ωB97M-V/def2-TZVPD.

Last column: Mulliken charge in e.
Atoms and positions in Å:
Cd1 0.256 -0.535 0.735  1.109
C1 3.537 -3.662 3.824  -1.382
As1 2.403 -2.485 2.702  0.490
C2 3.310 -2.868 0.998  -0.373
C3 3.337 -0.812 3.154  -0.316
C4 4.688 -0.671 2.852  -0.293
C5 5.366 0.504 3.130  -0.860
C6 4.687 1.559 3.718  -0.727
C7 3.343 1.426 4.029  -0.217
C8 2.650 0.247 3.758  0.253
As2 0.726 0.053 4.156  0.560
C9 0.982 -0.594 6.010  -1.173
C10 0.294 1.908 4.615  -1.130
H1 4.596 -3.457 3.674  0.396
H2 3.329 -4.700 3.560  0.401
H3 3.289 -3.513 4.875  0.327
H4 4.243 -3.410 1.154  0.450
H5 3.511 -1.928 0.488  -0.485
H6 2.631 -3.456 0.382  0.330
H7 5.222 -1.489 2.379  0.347
H8 6.416 0.598 2.880  0.386
H9 5.201 2.488 3.931  0.387
H10 2.825 2.264 4.479  0.318
H11 1.648 0.065 6.570  0.355
H12 1.404 -1.599 5.987  0.238
H13 0.010 -0.635 6.502  0.405
H14 0.805 2.241 5.521  0.406
H15 -0.786 1.958 4.740  0.353
H16 0.542 2.560 3.777  0.180
C11 -1.767 -1.328 -2.352  0.082
C12 -3.187 -1.069 -1.847  -0.541
C13 -3.310 -0.523 -0.444  -0.914
Sb1 -2.149 1.364 0.223  0.271
C14 -0.711 3.133 0.226  0.193
C15 -0.915 4.267 -0.550  -0.362
C16 0.028 5.289 -0.577  -0.607
C17 1.189 5.187 0.177  -0.511
C18 1.398 4.058 0.956  -0.583
C19 0.455 3.042 0.969  -0.086
C20 -3.753 2.667 -0.478  -0.419
C21 -4.314 3.547 0.446  -0.096
C22 -5.332 4.414 0.080  -0.680
C23 -5.817 4.414 -1.220  -0.432
C24 -5.275 3.538 -2.147  -0.628
C25 -4.252 2.675 -1.774  0.128
Sb2 -0.677 0.460 -2.886  1.184
C26 -0.347 -0.199 -4.930  0.210
C27 -1.408 -0.052 -5.821  -0.580
C28 -1.316 -0.490 -7.133  -0.568
C29 -0.144 -1.079 -7.584  -0.418
C30 0.926 -1.219 -6.714  -0.609
C31 0.824 -0.782 -5.400  -0.189
C32 1.271 -0.073 -2.192  -0.414
C33 2.120 0.948 -1.775  -0.873
C34 3.404 0.664 -1.331  -0.679
C35 3.853 -0.648 -1.300  -0.420
C36 3.015 -1.674 -1.708  -0.506
C37 1.728 -1.389 -2.143  0.291
H17 -1.805 -1.929 -3.266  0.634
H18 -1.175 -1.880 -1.615  -0.800
H19 -3.721 -2.029 -1.905  0.357
H20 -3.721 -0.400 -2.533  0.234
H21 -2.971 -1.236 0.314  0.161
H22 -4.335 -0.224 -0.218  0.598
H23 -1.817 4.365 -1.145  0.329
H24 -0.149 6.169 -1.185  0.373
H25 1.923 5.984 0.159  0.367
H26 2.301 3.962 1.549  0.491
H27 0.642 2.160 1.582  -0.253
H28 -3.950 3.532 1.467  0.308
H29 -5.752 5.090 0.815  0.383
H30 -6.613 5.091 -1.508  0.349
H31 -5.645 3.525 -3.166  0.391
H32 -3.836 2.007 -2.523  0.165
H33 -2.330 0.416 -5.489  0.310
H34 -2.156 -0.367 -7.805  0.382
H35 -0.064 -1.423 -8.607  0.348
H36 1.848 -1.672 -7.058  0.372
H37 1.674 -0.897 -4.738  0.345
H38 1.773 1.975 -1.766  0.378
H39 4.042 1.468 -0.989  0.382
H40 4.851 -0.872 -0.943  0.294
H41 3.353 -2.701 -1.670  0.564
H42 1.077 -2.206 -2.437  0.221
O1 0.137 -3.299 -0.077  -0.376
N1 -1.009 -3.782 0.240  0.256
C38 -1.439 -3.684 1.528  -0.189
C39 -2.693 -4.114 1.884  -0.844
C40 -3.541 -4.664 0.930  -0.220
C41 -3.084 -4.757 -0.380  -0.681
C42 -1.827 -4.309 -0.706  -0.100
H43 -0.724 -3.219 2.193  0.465
H44 -3.002 -3.994 2.912  0.427
H45 -4.533 -4.996 1.195  0.381
H46 -3.705 -5.160 -1.167  0.414
H47 -1.405 -4.318 -1.700  0.420
S1 -2.624 1.188 2.474  -0.620

Output
LUMO energy (alpha / beta) (eV): 2.369 / 2.281
Multiplicity: 2
Relative energy (zero: lowest compared OMol25 entry of this formula, charge and spin) (eV): 0.128
Net charge: -1


| no. | largest force on an atom (hartree/bohr) | DFT total energy (eV) |
| --- | --- | --- |
| 1 | 0.0538 | -136306.474 |
| 2 | 0.0107 | -198002.196 |